No. 1
The following is a DFT calculation (wB97M-V/def2-TZVPD) of 6 unconnected molecules or ions with the total composition C29H55N7O8PS2 at a distorted geometry.

Results
HOMO level in eV: -10.58
LUMO in eV: -4.264
Total charge: +1

Geometry (Å):
C  0.1054  1.1891  -4.2164
C  -0.2674  1.0600  -3.0832
C  -0.7836  0.9662  -1.7142
C  -0.4800  -0.3904  -1.0708
C  -1.2185  -0.6266  0.2818
C  -0.6084  0.2592  1.3360
C  -1.1230  1.5493  1.5516
O  -2.1709  2.0211  0.8863
C  -3.4520  1.5584  1.4544
C  -4.4184  1.1245  0.3507
C  -0.4851  2.3572  2.5332
S  -1.1355  3.9850  2.8588
N  0.5405  1.9657  3.2359
N  0.9704  0.7400  3.0286
P  2.3985  0.2989  4.0680
S  4.0014  0.0231  3.0473
C  0.4789  -0.1376  2.1394
C  1.0592  -1.5287  1.9995
O  0.9026  -2.3213  3.1800
C  -0.4212  -2.3811  3.6040
C  -0.8926  -1.5120  4.7481
O  -1.1701  -3.1450  3.0744
H  0.3478  1.3441  -5.2456
H  -1.8513  1.1891  -1.7115
H  -0.3006  1.7585  -1.1322
H  -0.6802  -1.2108  -1.7581
H  0.5970  -0.4088  -0.8649
H  -1.2113  -1.6777  0.5521
H  -2.2543  -0.3333  0.1226
H  -3.8715  2.3571  2.0656
H  -3.2586  0.7082  2.1119
H  -5.4296  1.4913  0.5052
H  -4.4954  0.0374  0.3784
H  -4.0482  1.3682  -0.6411
H  -0.8245  4.6947  1.7569
H  2.5437  1.3881  4.9471
H  2.0189  -0.8060  4.8428
H  2.1079  -1.4908  1.7125
H  0.5440  -2.0602  1.2038
H  -1.7479  -2.0099  5.1948
H  -1.2527  -0.5567  4.3536
H  -0.1331  -1.3075  5.5006
C  1.4163  -1.6657  -6.4457
C  1.0725  -0.5343  -7.3829
O  0.2447  0.3235  -7.0925
N  1.7149  -0.4945  -8.5724
C  2.7120  -1.4233  -9.0767
H  0.8225  -1.5588  -5.5419
H  1.1927  -2.6278  -6.9069
H  2.4728  -1.6335  -6.1785
H  1.4433  0.2847  -9.1514
H  3.6363  -0.8791  -9.2848
H  2.3497  -1.8646  -10.0068
H  2.9121  -2.2122  -8.3700
C  2.1596  -6.7019  -8.6184
C  2.4122  -5.3015  -9.1212
O  2.6134  -4.3665  -8.3563
N  2.4105  -5.1097  -10.4633
C  2.1924  -6.0904  -11.5122
H  2.1933  -6.6922  -7.5336
H  1.1768  -7.0521  -8.9358
H  2.9254  -7.3852  -8.9865
H  2.5865  -4.1558  -10.7348
H  3.0677  -6.1333  -12.1616
H  1.3293  -5.7995  -12.1124
H  2.0151  -7.0754  -11.0957
C  6.5934  2.7521  5.8963
C  5.1935  2.5391  6.4090
O  4.3022  2.1088  5.6788
N  4.9432  2.8350  7.7022
C  5.8655  3.3481  8.7031
H  6.6274  2.4687  4.8488
H  6.8779  3.8007  5.9855
H  7.3008  2.1343  6.4496
H  3.9886  2.6675  7.9787
H  5.9247  2.6486  9.5371
H  5.5021  4.3053  9.0775
H  6.8567  3.4855  8.2870
C  -1.6967  6.1168  8.0905
C  -0.4120  5.6347  8.7220
O  -0.1890  5.7543  9.9122
N  0.5094  5.0494  7.9037
C  0.4292  4.8156  6.4750
H  -2.3193  6.5537  8.8646
H  -1.4920  6.8764  7.3350
H  -2.2363  5.2855  7.6343
H  1.3409  4.7543  8.3893
H  0.5151  3.7437  6.2791
H  1.2534  5.3267  5.9741
H  -0.5088  5.1746  6.0660
C  -5.5405  -2.7482  -2.1302
C  -6.1123  -1.3704  -1.8973
O  -5.4167  -0.3639  -1.9440
N  -7.4386  -1.2792  -1.6331
C  -8.4146  -2.3516  -1.5395
H  -4.4774  -2.6538  -2.3298
H  -5.6788  -3.3759  -1.2488
H  -6.0159  -3.2204  -2.9900
H  -7.7563  -0.3331  -1.4920
H  -9.1997  -2.1978  -2.2806
H  -8.8689  -2.3489  -0.5478
H  -7.9527  -3.3171  -1.7121

Atoms 1-6, force components in eV/Å:
-0.16 0.19 0.26
-0.09 0.04 0.01
0.27 0.04 -0.13
0.36 -0.09 0.52
0.06 0.60 -0.72
-0.35 0.06 0.18

***

No. 2
The following is a DFT calculation (wB97M-V/def2-TZVPD) of C2H6OS2 in the gas phase at a distorted geometry.

Results
HOMO level in eV: -9.64
LUMO in eV: 0.484
Energy relative to the best compared isomer or geometry (same formula, charge and spin) in eV: 1.3249
Total charge: 0
SMILES: CC[S@H](=O)=S

Geometry (Å):
C  -1.3713  -0.0780  -0.0865
C  0.0059  0.4620  0.4317
O  1.3669  -1.7211  0.2825
S  2.9402  0.7376  -0.0389
S  1.4093  -0.3490  -0.2427
H  -1.8299  0.4287  -0.9573
H  -1.3932  -1.1071  -0.3544
H  -2.0879  -0.0761  0.8182
H  0.0084  0.4106  1.5263
H  0.1063  1.5681  0.0902
H  0.8452  -0.2758  -1.4690

Atoms 1-6, force components in eV/Å:
-0.97 0.44 1.59
-1.73 2.42 -0.65
0.34 0.84 -0.96
0.38 0.03 -0.31
-1.03 -1.15 1.52
0.46 0.23 0.70

***

No. 3
The following is a DFT calculation (wB97M-V/def2-TZVPD) of C5H8N2O in the gas phase at a distorted geometry.

Results
HOMO level in eV: -8.01
LUMO in eV: 0.824
Energy relative to the best compared isomer or geometry (same formula, charge and spin) in eV: 2.1238
Total charge: 0
SMILES: C=CN(C=C)C(N)=O

Geometry (Å):
C  0.5434  -1.1589  -2.2862
C  1.2593  1.3094  1.0653
C  -0.3181  -0.9320  -1.3560
C  1.0175  0.6337  -0.0746
C  -1.3947  0.1891  0.6036
N  -1.2582  0.1041  1.9430
N  -0.1014  -0.1321  -0.2573
O  -2.4343  0.3338  -0.0025
H  0.2799  -1.9678  -2.8860
H  1.5591  -0.8289  -2.4261
H  2.1368  1.9421  1.1436
H  0.4979  1.4428  1.8226
H  -1.3255  -1.4657  -1.3014
H  1.9442  0.6246  -0.7874
H  -0.3182  -0.0979  2.3705
H  -2.0877  0.0037  2.4289

Atoms 1-6, force components in eV/Å:
1.65 -0.76 -1.48
-0.07 0.71 -0.53
-2.71 -0.19 1.94
2.83 0.43 0.69
0.89 -1.17 -2.65
3.40 -0.11 -0.83

***

No. 4
The following is a DFT calculation (wB97M-V/def2-TZVPD) of a molecular structure, C10H28ClO10S3Ti at a distorted geometry.

Results
HOMO level (spin up / spin down) in eV: -3.87 / -7.99
LUMO (spin up / spin down) in eV: 0.150 / 0.119
Energy relative to the best compared isomer or geometry (same formula, charge and spin) in eV: 0.6924
Total charge: 0
⟨S²⟩: 3.752
2S+1: 4

Geometry (Å):
Ti  -1.6515  -0.2047  -0.3108
Cl  -2.8139  -2.6598  -0.2538
O  0.1037  0.9208  1.0582
S  1.4467  1.0729  1.5864
O  1.9036  0.8364  2.9734
O  2.5319  0.2337  0.6167
C  3.7349  -0.3461  1.2077
C  4.4400  -1.0087  -0.0056
C  2.0408  2.8233  1.2280
H  3.5260  -1.1082  1.9585
H  4.2963  0.3383  1.8436
H  5.3755  -1.5417  0.1644
H  4.6633  -0.2962  -0.7997
H  3.7798  -1.7689  -0.4232
H  1.8573  3.0788  0.1844
H  3.0591  2.9772  1.5850
H  1.3740  3.5134  1.7449
O  -4.4791  1.2278  3.3869
S  -3.4792  0.1840  3.1389
O  -2.6382  0.1120  1.9338
O  -2.5103  -0.0326  4.4891
C  -1.3990  0.8073  4.6080
C  -1.7681  2.3322  4.5336
C  -4.5601  -1.2746  3.3258
H  -0.6404  0.5843  3.8577
H  -0.8983  0.5870  5.5508
H  -2.1090  2.4647  3.5068
H  -0.8555  2.9028  4.7059
H  -2.4872  2.7046  5.2632
H  -5.3404  -0.9592  2.6332
H  -4.9064  -1.2653  4.3593
H  -3.9687  -2.1141  2.9602
O  0.4393  -0.9994  -1.4617
S  0.3042  -1.7576  -2.7316
O  -1.0361  -2.1505  -3.1771
O  0.9439  -0.9110  -4.0430
C  2.2231  -0.3012  -3.9580
C  2.2379  0.7553  -5.1170
C  1.3854  -3.1916  -2.8010
H  3.1113  -0.9103  -4.1256
H  2.3212  0.1573  -2.9740
H  1.8328  1.7378  -4.8751
H  1.8151  0.2948  -6.0099
H  3.2956  0.8747  -5.3522
H  2.4121  -2.9008  -2.5789
H  1.4685  -3.6834  -3.7702
H  0.9035  -3.9026  -2.1298
C  -3.6937  0.0416  -3.1110
O  -2.8283  0.7394  -2.2623
H  -4.1266  0.5513  -3.9718
H  -3.0533  -0.7539  -3.4919
H  -4.4504  -0.4563  -2.5046
H  -3.1328  1.6445  -2.1644

Atoms 1-6, force components in eV/Å:
-0.26 -0.21 0.23
0.31 0.85 0.06
1.45 -0.43 0.75
3.42 1.19 0.40
-1.80 -0.06 -2.28
-1.40 0.68 1.20